# C7H12N4

The ion C7H12N4 with charge +2 in a non-equilibrium geometry (the ωB97M-V functional and the def2-TZVPD basis, OMol25).

Last column: Löwdin charge in e.
Geometry (Å):
C -1.9351 -1.4430 0.2658  0.01
C -1.7618 0.0477 0.0223  -0.19
C -2.7671 0.9938 0.1654  -0.09
N -4.0002 0.8534 0.3605  0.23
C -0.5530 0.5144 -0.3643  -0.08
N 0.4106 1.6316 -0.6064  0.23
N 0.7694 0.1912 -0.5256  0.02
C 1.6628 -0.8100 -0.3565  0.00
C 2.9285 -0.8405 0.0834  -0.05
C 3.9819 0.0166 0.3112  -0.04
N 3.8396 1.3125 0.3282  0.24
H -2.4773 -1.8999 -0.5255  0.08
H -2.3385 -1.6621 1.2791  0.12
H -0.8828 -1.9300 0.0603  0.11
H -2.3862 2.0156 -0.1194  0.18
H -4.3366 -0.0786 0.7693  0.20
H -4.7270 1.6558 0.3478  0.22
H 0.2795 1.8632 -1.5209  0.08
H 1.0595 -1.7190 -0.4832  0.15
H 3.2390 -1.8727 0.2843  0.14
H 4.9670 -0.4937 0.2696  0.18
H 4.5057 1.9401 0.5785  0.11
H 2.8351 1.6712 0.2727  0.17

Forces on atoms 1 to 3 (eV/Å):
2.7153 -0.2147 0.0014
1.2770 -1.6470 0.3038
2.0958 3.6272 -2.1114

Output
E = -492.1766 a.u.
charge = +2
energy relative to the best compared isomer or geometry (same formula, charge and spin) = 466.2 kJ/mol
SMILES = C/C(=C\N)C1=[NH+]N1/C=C\C=[NH2+]
highest occupied orbital energy = -0.6113 hartree
strongest force on any atom = 4.86 eV/Å

***

# C5H11N2O

A cluster of 2 separate species, C5H11N2O in total in a non-equilibrium geometry (the ωB97M-V functional and the def2-TZVPD basis, OMol25).

Last column: Löwdin charge in e.
Geometry (Å):
C 0.2432 0.0555 -1.3412  0.04
C -0.2734 -0.7124 -0.3942  -0.21
C 1.5687 -1.7811 -1.2020  -0.05
N 1.3839 -0.6526 -1.8561  0.11
N 0.6189 -1.8130 -0.2601  0.14
C -1.7842 0.6100 1.1635  -0.08
C -1.4957 -0.7254 0.4502  -0.18
H -0.0880 0.9454 -1.8763  0.15
H 2.4301 -2.4288 -1.3650  0.17
H 2.0265 -0.3509 -2.6107  0.20
H 0.3774 -2.7259 0.1660  0.20
H -1.6414 1.4552 0.4694  0.08
H -1.0553 0.7031 1.9861  0.08
H -2.8013 0.6698 1.5862  0.09
H -1.3030 -1.4847 1.2324  0.12
H -2.4153 -1.0237 -0.0891  0.13
O 1.7642 3.2598 1.3340  -0.08
H 1.2268 2.8998 2.0755  0.04
H 1.2179 3.0999 0.5314  0.03

Forces on atoms 1 to 3 (eV/Å):
1.6393 0.1619 -2.4045
0.0872 -1.9378 1.1071
-0.2175 1.1288 0.3940

Output
E = -381.6287 a.u.
charge = +1
energy relative to the best compared isomer or geometry (same formula, charge and spin) = 92.6 kJ/mol
highest occupied orbital energy = -0.5197 hartree
strongest force on any atom = 2.91 eV/Å

***

# C6H6

A cluster of 2 separate species, C6H6 in total in a non-equilibrium geometry (the ωB97M-V functional and the def2-TZVPD basis, OMol25).

Last column: Löwdin charge in e.
Geometry (Å):
C 1.3587 1.5726 -0.2637  -0.08
C 2.4841 0.9209 0.2173  0.04
C 2.1153 -0.4418 0.1105  -0.33
C 2.4043 -1.7549 0.0281  0.07
C 0.7564 0.3170 0.0101  0.09
C -2.4653 0.9861 -0.0284  0.03
H 0.8742 2.5226 -0.2341  0.08
H 1.6007 -2.4829 -0.0573  0.07
H 3.4171 -2.0704 0.1296  0.05
H -2.8633 -0.0183 -0.0574  -0.03
H -2.5373 1.5810 -0.9491  -0.02
H -2.6663 1.6049 0.9431  0.02

Forces on atoms 1 to 3 (eV/Å):
-1.0669 -1.7172 0.5888
-0.1837 0.7397 0.4618
-1.4348 -2.4267 -1.0410

Output
E = -231.8849 a.u.
charge = 0
energy relative to the best compared isomer or geometry (same formula, charge and spin) = 896.3 kJ/mol
highest occupied orbital energy (spin up / spin down) = -0.2908 / -0.3231 hartree
strongest force on any atom = 3.01 eV/Å

***

# C27H33MoN2

A structure of composition C27H33MoN2 in a non-equilibrium geometry (the ωB97M-V functional and the def2-TZVPD basis, OMol25).

Last column: Mulliken spin population.
Geometry (Å):
C 1.3216 -2.0462 0.8091  0.10
C 1.7679 -1.2302 -0.2893  -0.10
C 0.8581 -1.4378 -1.3942  0.15
C -0.1669 -2.3599 -0.9583  0.05
C 0.1070 -2.7093 0.4139  -0.15
Mo -0.3331 -0.5190 0.2411  0.76
C -2.3997 1.5745 -1.1466  0.05
C -2.2329 0.9768 0.0740  -0.04
H -2.3037 1.5549 1.0277  0.00
C -2.4725 -0.4907 0.2745  0.01
H -2.9593 -1.0769 -0.5220  0.02
H -2.8260 -0.8294 1.2658  0.00
C -2.8708 3.0506 -1.2951  -0.01
H -2.4673 3.7589 -0.5472  0.00
H -2.6999 3.5450 -2.2725  0.00
H -3.9482 3.0351 -1.1403  0.00
C -2.3785 0.7415 -2.4106  -0.02
H -1.5160 0.0494 -2.5156  0.02
H -3.2975 0.1292 -2.3818  0.01
H -2.3999 1.3104 -3.3634  0.00
C 2.9651 -0.3399 -0.2731  0.09
H 3.0840 0.1208 0.7212  -0.02
H 3.8850 -0.9018 -0.5045  0.01
H 2.8628 0.4855 -0.9934  -0.01
C 1.0338 -0.8643 -2.7639  0.04
H 1.3449 0.1868 -2.6911  0.00
H 1.7976 -1.4240 -3.3324  0.00
H 0.0984 -0.9135 -3.3360  0.00
C -1.2700 -2.9342 -1.7937  -0.02
H -1.4899 -2.2908 -2.6552  0.00
H -1.0008 -3.9305 -2.1778  0.00
H -2.1883 -3.0471 -1.2022  0.00
C -0.6581 -3.6952 1.2381  0.02
H -1.7195 -3.7060 0.9649  0.00
H -0.2700 -4.7144 1.1036  0.00
H -0.5917 -3.4591 2.3071  0.00
C 2.0538 -2.2538 2.0935  -0.01
H 1.3682 -2.3713 2.9432  0.00
H 2.6718 -3.1620 2.0471  0.00
H 2.7233 -1.4145 2.3154  0.00
C 1.5605 2.0251 -1.3581  0.80
C 0.1935 2.4708 -1.7519  0.08
C 2.7387 2.7630 -1.6141  -0.10
C 0.2470 2.7404 -3.1437  0.07
H -0.8266 3.0148 -1.2260  0.02
C 2.7198 3.2137 -2.9738  0.06
H 3.4700 3.1006 -0.8793  0.02
C 1.5472 3.0643 -3.7474  -0.01
H -0.5987 2.8880 -3.8220  0.00
H 3.6439 3.6085 -3.4120  0.01
H 1.6134 3.2951 -4.8402  0.00
N 0.4352 0.4807 7.6560  0.02
C 0.3188 0.3725 6.5025  -0.01
C 0.1419 0.2211 5.0690  0.03
C -0.9158 -0.5537 4.5860  -0.02
C -1.0756 -0.7116 3.2201  0.06
N -0.2540 -0.0827 2.3388  -0.01
C 0.7764 0.6822 2.7882  0.05
C 1.0058 0.8325 4.1502  -0.01
H -1.6149 -1.0565 5.2556  0.00
H -1.8742 -1.3421 2.8156  0.01
H 1.4013 1.1603 2.0195  -0.03
H 1.8638 1.4156 4.4870  0.00

Forces on atoms 1 to 3 (eV/Å):
0.1399 0.2386 -1.1496
-0.4447 -1.5913 -0.1152
0.4911 -0.2806 0.1308

Output
multiplicity = 3
E = -1225.8329 a.u.
charge = +1
energy relative to the best compared isomer or geometry (same formula, charge and spin) = 487.7 kJ/mol
highest occupied orbital energy (spin up / spin down) = -0.3726 / -0.3751 hartree
strongest force on any atom = 5.63 eV/Å

***

# C43H41GdN4O10S

A structure of composition C43H41GdN4O10S in a non-equilibrium geometry (the ωB97M-V functional and the def2-TZVPD basis, OMol25).

Last column: Mulliken spin population.
Geometry (Å):
Gd -0.1766 0.1233 0.3124  5.26
C 3.8072 1.6924 2.2671  0.00
C 3.7596 1.8811 0.7509  0.00
C 4.3792 0.6660 0.0555  0.01
C 2.3685 2.2241 0.2325  0.01
C 2.1028 2.2712 -1.1369  0.00
C 0.8907 2.7365 -1.6263  0.00
C -0.1263 3.1645 -0.7777  0.00
C -1.4404 3.6833 -1.2947  0.00
C 0.1363 3.1266 0.5892  -0.01
C 1.3550 2.6703 1.0784  0.01
H 4.8024 1.3565 2.5653  0.00
H 3.0832 0.9350 2.5851  0.00
H 3.6035 2.6189 2.8099  0.00
H 4.3783 2.7520 0.5060  0.00
H 3.8395 -0.2448 0.3239  0.00
H 5.4181 0.5514 0.3708  0.00
H 4.3756 0.7536 -1.0329  0.00
H 2.8681 1.9693 -1.8427  0.00
H 0.7335 2.7830 -2.6977  0.00
H -1.4793 3.6416 -2.3836  0.00
H -1.5897 4.7196 -0.9847  0.00
H -2.2651 3.0892 -0.9005  0.00
H -0.6107 3.4893 1.2825  0.00
H 1.5352 2.7293 2.1407  0.00
O -3.7934 1.1182 0.6173  -0.01
C -3.0767 0.3051 0.0841  0.00
O -1.9973 0.5907 -0.6273  -0.03
C -3.3906 -1.1699 0.1481  0.01
C -4.7115 -1.5404 0.1493  0.00
C -5.0509 -2.8846 0.1108  0.00
C -4.0918 -3.8626 0.0590  0.00
C -2.7607 -3.4906 0.0596  0.00
C -2.3529 -2.1446 0.1597  0.00
O -1.1007 -1.8089 0.2633  -0.09
N -1.7772 -4.5857 -0.0224  0.00
O -2.1410 -5.7028 0.2925  0.00
O -0.6434 -4.3159 -0.3779  0.00
N -6.4718 -3.2729 0.0994  0.00
O -6.7368 -4.4596 0.1030  0.00
O -7.2968 -2.3811 0.1274  0.00
H -5.4822 -0.7822 0.1732  0.00
H -4.3639 -4.9054 0.0211  0.00
C 0.9558 1.2954 8.7420  0.00
C 0.5808 0.9697 7.3197  0.00
C 1.1615 1.6485 6.2484  0.00
C 0.8126 1.3520 4.9413  0.00
C -0.1350 0.3630 4.7057  0.00
C -0.7270 -0.3267 5.7529  0.00
C -0.3639 -0.0159 7.0532  0.00
S -0.5363 -0.1087 3.0653  -0.02
O -1.5430 -1.1269 3.1665  0.01
O -0.9257 1.0975 2.3037  0.00
N 0.8055 -0.5429 2.3171  0.06
C 1.1931 -1.9128 2.3504  0.28
C 1.0880 -2.7187 3.4529  0.31
C 1.4511 -4.0826 3.4192  0.09
C 1.9378 -4.6384 2.2793  0.41
C 2.0803 -3.8340 1.1240  -0.08
C 2.5731 -4.3553 -0.0922  0.27
C 2.6758 -3.5491 -1.1861  0.04
C 2.2559 -2.2123 -1.0770  0.16
N 1.7857 -1.6800 0.0235  0.19
C 1.7124 -2.4731 1.1374  0.02
H 1.8206 1.9570 8.7833  0.00
H 1.1929 0.3887 9.3006  0.00
H 0.1297 1.7895 9.2577  0.00
H 1.8987 2.4202 6.4430  0.00
H 1.2730 1.8769 4.1125  0.00
H -1.4680 -1.0879 5.5415  0.00
H -0.8273 -0.5482 7.8770  0.00
H 0.7046 -2.3058 4.3774  0.05
H 1.3337 -4.6839 4.3129  0.01
H 2.2131 -5.6859 2.2333  -0.01
H 2.8582 -5.4010 -0.1404  0.01
H 3.0472 -3.9174 -2.1333  0.01
H 2.3164 -1.5572 -1.9402  0.05
C 0.2836 -2.5513 -8.2177  0.00
C 0.1348 -2.1542 -6.7727  0.00
C 0.8308 -1.0694 -6.2481  0.00
C 0.7131 -0.6966 -4.9177  -0.01
C 1.4706 0.5140 -4.4270  0.00
C -0.1296 -1.4499 -4.0829  0.00
C -0.3038 -1.1386 -2.6695  -0.04
O 0.2311 -0.2216 -2.0562  -0.03
C -0.8519 -2.5556 -4.5961  -0.02
C -1.7921 -3.3982 -3.7587  0.00
C -0.7022 -2.8805 -5.9333  0.00
H 0.8367 -1.8029 -8.7839  0.00
H -0.6925 -2.6883 -8.6867  0.00
H 0.8183 -3.5009 -8.3000  0.00
H 1.4810 -0.4915 -6.8972  0.00
H 2.0872 0.9189 -5.2275  0.00
H 2.1043 0.2830 -3.5680  0.00
H 0.7779 1.2892 -4.0918  0.00
H -0.9487 -1.8207 -2.1110  0.05
H -1.2871 -3.8518 -2.9061  0.00
H -2.2048 -4.2020 -4.3661  0.00
H -2.6311 -2.8117 -3.3736  0.00
H -1.2559 -3.7245 -6.3347  0.00

Forces on atoms 1 to 3 (eV/Å):
2.0977 0.5679 -2.8443
0.0089 -0.0306 0.0143
-0.0240 -0.0442 -0.0381

Output
multiplicity = 8
E = -3798.2209 a.u.
charge = 0
energy relative to the best compared isomer or geometry (same formula, charge and spin) = 0.0 kJ/mol
highest occupied orbital energy (spin up / spin down) = -0.1886 / -0.3164 hartree
strongest force on any atom = 5.13 eV/Å

***

# C9H16AgCl2FO

A structure of composition C9H16AgCl2FO in a non-equilibrium geometry (the ωB97M-V functional and the def2-TZVPD basis, OMol25).

Last column: Mulliken spin population.
Geometry (Å):
C 2.9226 -2.1229 -0.1767  0.00
O 2.2460 -1.2850 0.7383  0.01
C 1.7308 -0.1238 0.1670  0.04
C 0.6770 0.4456 1.0700  0.61
C -0.4303 -0.4806 1.5081  0.05
C -0.9840 -1.4338 0.4433  0.05
C -2.4260 -1.8013 0.7391  0.01
F -0.2454 -2.5897 0.3919  0.00
C 0.2350 1.8324 0.6678  0.05
Cl -0.2338 2.6782 2.1830  0.04
C -0.8784 1.8693 -0.3832  0.02
C -0.3359 1.7473 -1.7975  0.00
Cl -1.7688 3.4925 -0.3181  0.01
H 3.9109 -1.7219 -0.4078  0.00
H 3.0376 -3.0905 0.2999  0.00
H 2.3513 -2.2535 -1.0966  0.00
H 1.3303 -0.3147 -0.8404  0.05
H 2.5317 0.6238 0.0450  0.00
H -1.2515 0.1116 1.9023  0.02
H -0.0327 -1.1089 2.3067  0.02
H -0.9529 -0.9753 -0.5522  -0.01
H -2.4718 -2.3282 1.6922  0.00
H -2.8133 -2.4787 -0.0172  0.00
H -3.0568 -0.9206 0.8257  0.00
H 1.0923 2.3850 0.2863  0.01
H -1.6642 1.1432 -0.2156  0.00
H 0.5634 2.3384 -1.9467  0.00
H -0.1481 0.7122 -2.0761  0.00
H -1.1510 2.0570 -2.4965  0.00
Ag -1.7841 3.5928 -2.9418  0.00

Forces on atoms 1 to 3 (eV/Å):
0.1492 0.0001 0.1682
-0.2518 -0.1770 -0.0334
0.7429 0.3847 0.9383

Output
multiplicity = 2
E = -1594.6046 a.u.
charge = +1
highest occupied orbital energy (spin up / spin down) = -0.4193 / -0.4603 hartree
strongest force on any atom = 2.33 eV/Å